# 1
107
Properties=species:S:1:pos:R:3 method="wB97M-V/def2-TZVPD" lumo_energy_ev="3.66 / 3.66" e_homo_ev="-2.16 / -2.21" homo_lumo_gap_ha="0.214 / 0.216" total_charge=-2 multiplicity=2
Pt -0.13 1.83 -0.70
O 0.57 7.78 -0.59
C 0.38 6.43 -0.72
C -0.90 5.88 -0.80
C -1.01 4.51 -0.92
N 0.09 3.77 -0.98
C 1.32 4.26 -0.88
C 1.51 5.62 -0.76
C 2.40 3.17 -0.84
O 3.58 3.51 -0.88
O 1.96 1.96 -0.78
C -2.30 3.68 -0.94
O -3.36 4.28 -1.06
O -2.14 2.41 -0.86
H -0.29 8.19 -0.46
H -1.80 6.48 -0.74
H 2.51 6.03 -0.67
F 2.48 2.13 2.41
C 2.71 1.29 3.42
C 1.69 0.98 4.32
C 2.03 0.15 5.38
F 1.12 -0.17 6.32
C 3.30 -0.38 5.53
F 3.59 -1.19 6.57
C 4.28 -0.07 4.61
F 5.52 -0.57 4.75
C 3.99 0.78 3.55
F 4.95 1.10 2.67
Ge -0.13 1.73 4.05
S -0.76 2.34 2.10
C -0.09 3.32 5.28
C -0.33 3.18 6.64
F -0.54 1.96 7.18
C -0.37 4.25 7.52
F -0.61 4.07 8.83
C -0.16 5.53 7.03
F -0.19 6.59 7.86
C 0.10 5.71 5.68
F 0.32 6.95 5.20
C 0.14 4.61 4.83
F 0.43 4.85 3.55
C -1.43 0.43 4.78
C -1.27 -0.94 4.65
F -0.10 -1.47 4.28
C -2.29 -1.84 4.94
F -2.10 -3.16 4.84
C -3.51 -1.36 5.37
F -4.51 -2.22 5.67
C -3.71 0.00 5.51
F -4.90 0.47 5.93
C -2.67 0.86 5.21
F -2.91 2.18 5.35
C 3.37 -4.31 -7.63
C 2.83 -3.52 -6.48
C 3.15 -3.83 -5.17
C 2.65 -3.09 -4.10
C 3.08 -3.50 -2.71
C 1.78 -2.01 -4.32
Te 0.98 -0.95 -2.56
N -0.28 -0.13 -0.35
C -0.39 -0.58 0.83
O -0.53 0.02 1.99
C -0.37 -2.07 1.03
C 0.80 -2.79 0.79
C 0.83 -4.17 0.97
C -0.31 -4.84 1.40
C -1.47 -4.12 1.66
C -1.49 -2.75 1.49
C -1.02 -1.34 -3.19
C -1.86 -0.32 -3.64
C -1.46 1.12 -3.80
C -3.18 -0.63 -3.98
C -3.68 -1.91 -3.89
C -5.11 -2.22 -4.26
C -2.83 -2.91 -3.44
C -1.52 -2.64 -3.08
C -0.67 -3.78 -2.58
C 1.48 -1.68 -5.65
C 0.58 -0.52 -5.97
C 1.99 -2.43 -6.70
H 3.98 -5.15 -7.28
H 4.00 -3.70 -8.28
H 2.57 -4.72 -8.25
H 3.82 -4.66 -4.97
H 3.70 -4.40 -2.76
H 2.22 -3.70 -2.07
H 3.65 -2.71 -2.22
H 1.68 -2.27 0.43
H 1.74 -4.72 0.78
H -0.29 -5.91 1.54
H -2.36 -4.64 2.00
H -2.39 -2.18 1.70
H -0.48 1.33 -3.38
H -2.18 1.75 -3.29
H -1.46 1.39 -4.86
H -3.82 0.17 -4.31
H -5.68 -1.31 -4.42
H -5.59 -2.79 -3.46
H -5.16 -2.82 -5.17
H -3.20 -3.93 -3.35
H -1.26 -4.68 -2.49
H -0.23 -3.54 -1.61
H 0.16 -3.97 -3.27
H 0.68 0.26 -5.22
H -0.47 -0.83 -5.98
H 0.83 -0.11 -6.95
H 1.73 -2.15 -7.71

=====

# 2
106
Properties=species:S:1:pos:R:3 method="wB97M-V/def2-TZVPD" smiles="CCB(O)[C@H]1[C@@H](S(=O)(=O)C(F)(F)C(F)(F)F)[C@@H](I)OS(=O)(=O)[C@@H]1Cl.O=C1c2ccccc2C(=O)c2ccccc21.O=C1c2ccccc2C(=O)c2ccccc21.O=C1c2ccccc2C(=O)c2ccccc21" lumo_energy_ev=-1.12 e_homo_ev=-9.76 homo_lumo_gap_ha=0.318 total_charge=0
C -1.32 1.10 -4.53
C -1.47 1.67 -5.96
B -2.94 1.63 -6.54
O -3.43 2.66 -7.27
C -3.86 0.36 -6.19
C -3.15 -0.99 -6.49
Cl -3.38 -2.06 -5.07
S -3.66 -1.95 -7.96
O -3.70 -3.34 -7.63
O -2.83 -1.50 -9.03
O -5.18 -1.55 -8.21
C -5.63 -0.20 -8.06
I -4.96 0.98 -9.73
C -5.32 0.29 -6.64
S -6.22 1.77 -6.18
O -6.44 2.67 -7.27
O -5.68 2.23 -4.94
C -7.91 1.06 -5.77
F -8.17 -0.04 -6.49
F -7.88 0.71 -4.47
C -9.04 2.10 -5.97
F -8.66 3.30 -5.59
F -10.08 1.74 -5.23
F -9.43 2.12 -7.23
H -0.57 1.67 -3.98
H -2.24 1.16 -3.94
H -0.97 0.07 -4.55
H -1.07 2.69 -6.03
H -0.86 1.05 -6.63
H -2.73 3.23 -7.60
H -3.90 0.37 -5.10
H -2.07 -0.86 -6.62
H -6.70 -0.25 -8.20
H -5.79 -0.46 -5.98
C 0.16 2.09 2.38
C 0.10 1.41 1.17
C -0.87 1.74 0.24
C -1.79 2.74 0.52
C -1.74 3.41 1.74
C -0.75 3.09 2.67
C -2.73 4.47 2.08
O -2.69 5.06 3.14
C -3.80 4.77 1.08
C -4.77 5.71 1.39
C -5.76 6.01 0.47
C -5.78 5.38 -0.77
C -4.81 4.44 -1.08
C -3.83 4.12 -0.16
C -2.82 3.09 -0.51
O -2.83 2.54 -1.59
H 0.93 1.84 3.10
H 0.81 0.62 0.95
H -0.93 1.22 -0.71
H -0.72 3.62 3.61
H -4.74 6.20 2.35
H -6.52 6.75 0.71
H -6.55 5.62 -1.49
H -4.82 3.94 -2.04
C 6.16 -1.57 5.61
C 4.94 -1.38 4.97
C 4.40 -0.10 4.87
C 5.08 0.98 5.42
C 6.29 0.78 6.08
C 6.83 -0.50 6.16
C 7.02 1.92 6.71
O 8.08 1.75 7.27
C 6.40 3.27 6.62
C 7.03 4.34 7.25
C 6.48 5.61 7.17
C 5.30 5.81 6.47
C 4.66 4.75 5.85
C 5.21 3.48 5.93
C 4.49 2.34 5.28
O 3.46 2.52 4.67
H 6.57 -2.57 5.68
H 4.41 -2.22 4.55
H 3.46 0.06 4.37
H 7.78 -0.64 6.67
H 7.95 4.17 7.78
H 6.97 6.44 7.66
H 4.87 6.81 6.41
H 3.74 4.90 5.31
C 6.55 -8.59 3.75
C 6.49 -9.23 2.52
C 5.54 -8.85 1.59
C 4.63 -7.85 1.90
C 4.68 -7.22 3.14
C 5.65 -7.59 4.07
C 3.69 -6.17 3.51
O 3.74 -5.62 4.59
C 2.64 -5.82 2.52
C 1.68 -4.88 2.86
C 0.70 -4.53 1.94
C 0.68 -5.11 0.68
C 1.64 -6.06 0.34
C 2.61 -6.42 1.26
C 3.61 -7.46 0.88
O 3.60 -7.97 -0.22
H 7.31 -8.88 4.48
H 7.20 -10.01 2.28
H 5.48 -9.34 0.63
H 5.68 -7.09 5.03
H 1.70 -4.42 3.84
H -0.05 -3.79 2.21
H -0.08 -4.83 -0.04
H 1.63 -6.52 -0.64

=====

# 3
99
Properties=species:S:1:pos:R:3 method="wB97M-V/def2-TZVPD" lumo_energy_ev=1.37 e_homo_ev=-4.00 homo_lumo_gap_ha=0.198 total_charge=-1
Na -0.25 0.03 -0.16
I 4.34 6.51 5.45
C 3.18 5.13 4.32
C 3.47 4.95 2.98
C 2.71 4.05 2.25
C 1.66 3.34 2.84
C 1.41 3.54 4.20
C 2.16 4.44 4.94
C 0.91 2.37 2.02
C 0.91 1.04 2.47
C 1.73 0.57 3.58
C 1.63 -0.77 3.58
C 0.76 -1.14 2.49
C 0.58 -2.46 2.05
C 1.19 -3.52 2.87
C 0.96 -3.65 4.24
C 1.61 -4.61 5.00
C 2.50 -5.47 4.38
I 3.52 -6.94 5.53
C 2.75 -5.38 3.03
C 2.10 -4.41 2.29
C 0.06 -2.86 0.80
N -0.21 -2.04 -0.23
C -0.55 -2.80 -1.29
C -0.81 -2.33 -2.59
C -0.93 -3.38 -3.62
C -2.08 -3.52 -4.40
C -2.17 -4.52 -5.35
C -1.10 -5.38 -5.53
I -1.23 -6.92 -6.99
C 0.05 -5.26 -4.77
C 0.13 -4.26 -3.82
C -0.83 -1.00 -3.02
C -0.90 -0.60 -4.41
C -0.74 0.74 -4.44
C -0.59 1.16 -3.06
N -0.67 0.09 -2.25
C -0.31 2.47 -2.65
C -0.03 2.89 -1.34
C 0.15 4.27 -0.94
C 0.46 4.24 0.38
C 0.48 2.85 0.77
N 0.13 2.08 -0.28
C -0.17 3.50 -3.70
C 1.05 4.16 -3.86
C 1.23 5.12 -4.83
C 0.17 5.44 -5.67
I 0.42 6.92 -7.17
C -1.06 4.80 -5.54
C -1.22 3.84 -4.56
C -0.58 -4.19 -0.90
C -0.19 -4.23 0.40
N 0.33 -0.02 1.87
H 4.28 5.47 2.50
H 2.94 3.88 1.21
H 0.62 2.99 4.69
H 1.96 4.58 5.99
H 2.35 1.18 4.21
H 2.16 -1.45 4.23
H 0.27 -2.98 4.73
H 1.44 -4.68 6.06
H 3.46 -6.03 2.55
H 2.31 -4.32 1.23
H -2.91 -2.85 -4.24
H -3.06 -4.63 -5.95
H 0.88 -5.94 -4.92
H 1.02 -4.15 -3.23
H -1.02 -1.25 -5.26
H -0.71 1.38 -5.31
H 0.03 5.14 -1.57
H 0.64 5.08 1.03
H 1.87 3.91 -3.21
H 2.18 5.62 -4.94
H -1.88 5.07 -6.18
H -2.17 3.35 -4.44
H -0.86 -5.02 -1.52
H -0.11 -5.10 1.02
C 2.93 0.87 -1.24
N 2.68 -0.44 -0.67
C 3.36 -0.52 0.61
N 4.80 -0.30 0.49
C 5.00 1.01 -0.11
N 4.36 1.13 -1.42
C 4.89 0.08 -2.28
N 4.68 -1.26 -1.74
C 3.24 -1.45 -1.55
C 5.33 -1.31 -0.43
H 2.50 1.63 -0.58
H 2.42 0.94 -2.21
H 3.19 -1.50 1.05
H 2.95 0.24 1.28
H 6.07 1.20 -0.22
H 4.57 1.76 0.56
H 5.97 0.24 -2.41
H 4.42 0.14 -3.26
H 3.07 -2.44 -1.12
H 2.75 -1.40 -2.52
H 6.40 -1.15 -0.55
H 5.16 -2.30 0.01

=====

# 4
100
Properties=species:S:1:pos:R:3 method="wB97M-V/def2-TZVPD" lumo_energy_ev=-0.07 e_homo_ev=-7.51 homo_lumo_gap_ha=0.274 total_charge=0
Y 0.01 -0.16 -1.63
C -2.61 1.59 2.31
N -2.07 0.95 1.10
P -2.07 1.79 -0.41
C -1.72 3.52 0.10
C -0.39 3.88 0.34
C -0.06 5.15 0.80
C -1.07 6.07 1.04
C -2.40 5.73 0.80
C -2.72 4.46 0.34
C -3.82 1.94 -0.90
C -4.10 2.72 -2.02
C -5.40 2.82 -2.51
C -6.43 2.16 -1.86
C -6.16 1.38 -0.74
C -4.86 1.26 -0.27
P -0.96 -0.35 1.15
C 0.17 0.07 2.51
C 0.62 1.38 2.65
C 1.57 1.69 3.61
C 2.09 0.70 4.43
C 1.65 -0.61 4.30
C 0.69 -0.93 3.34
C -1.85 -1.81 1.79
C -1.93 -2.94 0.97
C -2.62 -4.07 1.40
C -3.24 -4.08 2.64
C -3.14 -2.97 3.47
C -2.44 -1.85 3.05
H -2.06 2.50 2.56
H -2.53 0.92 3.16
H -3.66 1.86 2.18
H 0.40 3.16 0.15
H 0.98 5.41 0.96
H -0.82 7.07 1.39
H -3.19 6.45 0.98
H -3.76 4.20 0.17
H -3.29 3.23 -2.54
H -5.60 3.42 -3.39
H -7.45 2.23 -2.24
H -6.96 0.84 -0.25
H -4.65 0.61 0.57
H 0.23 2.16 2.01
H 1.91 2.72 3.71
H 2.84 0.95 5.18
H 2.06 -1.39 4.93
H 0.36 -1.96 3.24
H -1.44 -2.95 0.01
H -2.67 -4.94 0.75
H -3.79 -4.96 2.97
H -3.61 -2.98 4.45
H -2.33 -1.01 3.74
S 0.25 -2.77 -2.19
C 1.99 -2.92 -2.57
C 2.38 -3.76 -3.61
C 3.72 -3.97 -3.90
C 4.71 -3.35 -3.14
C 4.34 -2.50 -2.11
C 2.99 -2.26 -1.84
As 2.41 -1.12 -0.38
C 2.72 -2.38 1.07
C 1.81 -3.43 1.20
C 1.96 -4.36 2.22
C 3.02 -4.26 3.11
C 3.94 -3.23 2.97
C 3.79 -2.29 1.95
C 3.84 0.16 -0.16
C 3.97 0.80 1.07
C 4.85 1.87 1.23
C 5.58 2.33 0.14
C 5.43 1.72 -1.10
C 4.56 0.64 -1.26
H 1.61 -4.26 -4.20
H 4.00 -4.63 -4.72
H 5.76 -3.53 -3.35
H 5.10 -2.02 -1.52
H 0.98 -3.52 0.50
H 1.24 -5.18 2.31
H 3.14 -4.99 3.91
H 4.78 -3.15 3.65
H 4.52 -1.50 1.84
H 3.38 0.47 1.92
H 4.95 2.35 2.19
H 6.25 3.17 0.25
H 5.97 2.09 -1.96
H 4.43 0.19 -2.23
S 2.50 4.05 -2.27
C 1.82 2.65 -1.90
N 1.32 1.61 -1.63
Cl 0.80 0.32 -4.70
C -0.92 -0.05 -4.64
C -1.41 -0.22 -3.37
C -2.70 -0.68 -3.28
Cl -3.20 -1.17 -1.67
C -3.53 -0.86 -4.37
Cl -5.16 -1.39 -4.15
C -3.01 -0.61 -5.64
Cl -4.01 -0.82 -7.03
C -1.67 -0.23 -5.79
Cl -0.95 0.01 -7.34